P | Here is one molecule with the formula C2H3N3O from the OMol25 dataset. Energies are from wB97M-V/def2-TZVPD.

```
9
Properties=species:S:1:pos:R:3
O -0.00179 -0.84069 -1.91841
N -1.26019 -0.21983 -0.10223
N 0.14159 0.54260 1.27201
N -1.14437 0.31233 1.06775
C 0.91478 0.17212 0.19180
C -0.03796 -0.31981 -0.67635
H -0.95038 -0.99096 -2.09214
H 1.99557 0.26682 0.16659
H 0.33518 1.08708 2.10366
```

Properties
- SMILES: Oc1c[nH]nn1
- Molar mass: 85.07 g/mol
- Lowest unoccupied orbital energy: 0.9 eV
- Orbital gap: 10.1 eV
- E_HOMO: -9.2 eV



Q | Here is a 2-piece molecular cluster, C2H3N3O overall from the OMol25 dataset. Energies are from wB97M-V/def2-TZVPD.

```
9
Properties=species:S:1:pos:R:3
O 2.44818 0.35712 0.08433
N -1.04364 0.96962 0.18568
N -0.31656 -2.21885 -0.44138
N 0.18348 0.81810 0.37800
C 1.23495 0.24658 0.59675
C -1.33886 -1.68097 -0.40166
H -1.34066 1.79762 0.71057
H -2.26347 -1.14877 -0.36519
H 2.43658 0.85953 -0.74710
```

Properties
- Molar mass: 85.07 g/mol
- Lowest unoccupied orbital energy (alpha / beta): -0.1 / -0.1 eV
- Orbital gap (alpha / beta): 9.1 / 9.1 eV
- E_HOMO (alpha / beta): -9.2 / -9.2 eV



P is the most stable structure; the next one sits 72.2 kcal/mol above it.



P | Here is a 2-piece molecular cluster, C2H3N3O overall from the OMol25 dataset. Energies are from wB97M-V/def2-TZVPD.

```
9
Properties=species:S:1:pos:R:3
O 1.15377 -1.63595 -0.34493
N -0.39049 1.53347 0.43196
N 0.64037 0.57627 0.64551
N -1.30471 0.91678 -0.28461
C 0.32545 -0.60835 0.02705
C -0.90503 -0.38956 -0.61084
H -1.44898 -0.97580 -1.41776
H 1.59722 -1.98090 0.90256
H 1.48291 0.84611 1.22737
```

Properties
- Molar mass: 85.07 g/mol
- Lowest unoccupied orbital energy: -0.9 eV
- Orbital gap: 8.4 eV
- E_HOMO: -9.3 eV



Q | Here is one molecule with the formula C2H3N3O from the OMol25 dataset. Energies are from wB97M-V/def2-TZVPD.

```
9
Properties=species:S:1:pos:R:3
O 0.26142 -1.64964 0.29469
N -2.45997 -0.57311 0.40238
N -1.45537 -0.10966 0.49558
N -0.70474 0.81420 0.71948
C 0.62855 0.59589 0.97631
C 1.18330 -0.68881 0.73969
H -0.15229 -1.50981 -0.59576
H 2.11188 -1.25757 0.88151
H 1.07560 1.49048 1.32269
```

Properties
- Molar mass: 85.07 g/mol
- Lowest unoccupied orbital energy: 0.7 eV
- Orbital gap: 9.1 eV
- E_HOMO: -8.4 eV



P is the most stable structure; the next one sits 1.9 kcal/mol above it.



P | Here is one molecule with the formula C4H6O2 from the OMol25 dataset. Energies are from wB97M-V/def2-TZVPD.

```
12
Properties=species:S:1:pos:R:3
O 2.02877 0.18782 1.36582
O 1.17519 -0.86938 -0.48928
C -0.09933 -0.75842 0.10304
C -1.31368 -0.39262 -0.65358
C 1.79434 0.17125 0.19524
C -0.65486 0.65600 0.19321
H -2.24720 -0.79883 -0.28913
H -1.02159 0.95352 1.16784
H -1.22310 -0.25774 -1.72543
H 1.95777 1.00224 -0.49691
H -0.20621 1.47815 -0.36484
H -0.19010 -1.37198 0.99400
```

Properties
- SMILES: O=COC1CC1
- Molar mass: 86.09 g/mol
- Lowest unoccupied orbital energy: 1.1 eV
- Orbital gap: 11.5 eV
- E_HOMO: -10.5 eV



Q | Here is C4H6O2 as an isolated structure from the OMol25 dataset. Energies are from wB97M-V/def2-TZVPD.

```
12
Properties=species:S:1:pos:R:3
O -0.73784 -0.07349 2.17370
O 0.22708 1.09514 -1.16557
C 1.14511 0.27578 -1.23147
C -0.60379 -0.32654 0.93505
C -0.36133 1.08215 0.57807
C -0.62819 -1.41937 0.12489
H -1.23004 1.74118 0.53158
H 0.52977 1.52497 1.01100
H 1.40149 -0.16722 -2.19932
H -0.75282 -2.40923 0.55111
H -0.73486 -1.31861 -0.94945
H 1.74543 -0.00476 -0.35958
```

Properties
- Molar mass: 86.09 g/mol
- Lowest unoccupied orbital energy (alpha / beta): -0.6 / -0.6 eV
- Orbital gap (alpha / beta): 7.3 / 7.3 eV
- E_HOMO (alpha / beta): -7.9 / -7.9 eV



P is the most stable structure; the next one sits 57.9 kcal/mol above it.



P | Here is C16H23NOS as an isolated structure from the OMol25 dataset. Energies are from wB97M-V/def2-TZVPD.

```
42
Properties=species:S:1:pos:R:3
S 2.77144 1.22219 2.04380
O -0.39201 -1.42702 -0.12976
N 0.46396 -2.37533 1.80535
C -2.50542 -3.26303 -1.33458
C 1.91357 2.23291 0.64941
C 2.96726 3.38879 0.65497
C 1.26431 2.28386 -1.61543
C 1.68562 -1.32878 1.51333
C -4.74338 -2.06256 -0.63587
C -3.51143 -3.02436 -2.33492
C -0.52100 -2.26012 0.76436
C 2.49843 4.29211 -0.61373
C 1.88325 1.37787 -0.67130
C -4.68648 -2.47728 -1.81214
C 2.17602 3.53729 -2.14506
C -2.74764 -2.87239 0.03505
C 1.31927 0.14600 2.33676
C -3.77710 -2.34459 0.44626
C -1.58861 -2.99579 1.07281
H 1.88571 -1.09370 0.55281
H -1.57503 -3.92821 -1.40155
H -1.18516 -3.95549 1.14895
H 1.08246 0.72736 -0.38412
H 0.92544 2.50693 1.04989
H 2.91325 4.11979 1.55670
H -5.72259 -1.52317 -0.20260
H 2.55268 -1.90715 2.38488
H 1.74926 4.21479 -2.61145
H 0.32419 -2.77490 2.55723
H -2.12018 -2.92571 2.06889
H 2.67019 1.11782 -0.96658
H 3.25772 3.15782 -2.30233
H 3.02826 5.28515 -0.61342
H 4.06890 2.86367 0.20740
H -3.27405 -3.52983 -3.34446
H 0.34662 0.65128 1.94342
H 0.27026 2.51405 -1.40563
H -5.59315 -2.13530 -2.40750
H 1.14626 1.83017 -2.61008
H 1.36276 4.69890 -0.22714
H -3.90120 -1.85577 1.58141
H 1.31736 -0.10825 3.39598
```

Properties
- Molar mass: 277.43 g/mol
- Lowest unoccupied orbital energy: 0.6 eV
- Orbital gap: 8.9 eV
- E_HOMO: -8.2 eV



Q | Here is one molecule with the formula C16H23NOS from the OMol25 dataset. Energies are from wB97M-V/def2-TZVPD.

```
42
Properties=species:S:1:pos:R:3
S 1.73703 -0.91181 -0.97588
O -2.58612 -0.31923 1.29123
N -1.23786 -1.46444 -0.10670
C -4.83361 1.30619 -0.38878
C -6.88298 -0.49695 0.04631
C 5.68668 -0.39140 0.20440
C -2.34644 -0.73760 0.18163
C -6.06981 1.75455 0.04003
C -0.18112 -1.65331 0.85690
C -3.25655 -0.53579 -1.03080
C 5.63180 1.06551 0.65514
C 3.32760 1.28356 -0.31207
C 4.73408 1.87872 -0.27306
C 3.39910 -0.16792 -0.76187
C -7.09832 0.85398 0.25707
C -5.64548 -0.94385 -0.38101
C 4.28282 -0.99246 0.16295
C 0.95648 -0.65673 0.66368
C -4.61088 -0.04646 -0.60749
H 4.68256 2.91433 0.06829
H 5.15655 1.87763 -1.28050
H -8.06390 1.20336 0.59244
H 6.13318 -0.44716 -0.79104
H 5.24025 1.11597 1.67411
H 6.63782 1.48898 0.66307
H 6.31244 -0.97121 0.88565
H -7.68029 -1.20549 0.21865
H 2.69429 1.85286 -0.99578
H -3.33727 -1.48125 -1.57042
H 1.71671 -0.80811 1.42723
H 0.57396 0.36307 0.70942
H -0.62522 -1.50556 1.84522
H -4.03116 2.01138 -0.55087
H 3.79874 -0.21564 -1.77961
H 3.86692 -0.99499 1.17359
H 0.20068 -2.67464 0.77251
H -1.00829 -1.66864 -1.06699
H -2.77337 0.19648 -1.68327
H 4.32233 -2.02535 -0.18872
H -6.23072 2.80971 0.20743
H -5.48028 -2.00067 -0.53836
H 2.88764 1.34035 0.68629
```

Properties
- SMILES: O=C(Cc1ccccc1)NCCSC1CCCCC1
- Molar mass: 277.43 g/mol
- Lowest unoccupied orbital energy: 0.7 eV
- Orbital gap: 9.3 eV
- E_HOMO: -8.6 eV



Q is the most stable structure; the next one sits 281.2 kcal/mol above it.